No. 1
Below is a 3-piece molecular cluster, C3H11NO3S overall in a non-equilibrium geometry, with properties calculated with the ωB97M-V functional and the def2-TZVPD basis.

Computed properties:
ΔE to the lowest compared entry with this formula, charge and spin = 1.7689 eV
Calculated total energy = -799.17895 Eh
HOMO (spin up / spin down) = -0.5383 / -0.5207 hartree
Expectation value of S² = 0.755
Kohn-Sham gap (spin up / spin down) = 0.38999 / 0.18060 hartree

ORCA input file:
```
! wB97M-V def2-TZVPD RIJCOSX def2/J DEFGRID3
* xyz 1 2
O 1.7082 -0.6138 -1.6544
C 1.3439 -1.5332 -0.9772
C -0.0334 -1.7028 -0.3571
C -0.6045 -0.2552 -0.0921
S -2.2084 -0.1619 0.6595
N 0.1129 -2.4152 0.8647
H 2.0624 -2.2346 -0.5989
H -0.8082 -2.1901 -1.0452
H 0.2106 0.4743 0.1325
H -0.9152 0.2768 -1.0042
H -1.9129 0.4409 1.8829
H 0.2270 -1.8293 1.6856
H -0.6283 -3.0794 1.0984
H 1.0728 2.0312 -2.0712
H 0.0668 3.2749 -1.8280
O 0.5688 2.5592 -1.4365
H 0.0679 1.6309 1.8875
H -0.2599 2.7385 0.9559
O -0.0706 2.5888 1.8977
*
```

No. 2
Below is a 3-piece molecular cluster, C3H11NO4 overall in a non-equilibrium geometry, with properties calculated with the ωB97M-V functional and the def2-TZVPD basis.

Computed properties:
ΔE to the lowest compared entry with this formula, charge and spin = 2.2062 eV
SMILES string = O=CNCCO.O.O
Calculated total energy = -476.59658 Eh
HOMO = -0.3572 hartree
Kohn-Sham gap = 0.38056 hartree

ORCA input file:
```
! wB97M-V def2-TZVPD RIJCOSX def2/J DEFGRID3
* xyz 0 1
O 0.6129 1.5581 -1.8048
C 0.5780 1.2535 -0.6402
N 1.4522 0.3257 -0.1364
C 1.5310 -0.0822 1.3144
C 1.2402 -1.6089 1.3391
O 0.3587 -2.0208 0.2757
H -0.0853 1.7937 0.0350
H 2.0091 -0.3386 -0.6996
H 2.5413 0.1220 1.6948
H 0.7592 0.3910 1.9831
H 2.1751 -2.0725 1.2035
H 0.8207 -1.9432 2.4100
H -0.5041 -1.5363 0.3318
O -2.5201 1.5927 -2.1813
H -3.1198 1.5887 -2.8373
H -1.6166 1.8326 -2.3834
O -1.8122 -0.3686 0.3052
H -2.7952 -0.4644 0.3985
H -1.6252 -0.0223 -0.6082
*
```

No. 3
Below is a 3-piece molecular cluster, C3H11NO4 overall in a non-equilibrium geometry, with properties calculated with the ωB97M-V functional and the def2-TZVPD basis.

Computed properties:
ΔE to the lowest compared entry with this formula, charge and spin = 0.7979 eV
SMILES string = CCNC(=O)O.O.O
Calculated total energy = -476.64833 Eh
HOMO = -0.3778 hartree
Kohn-Sham gap = 0.39558 hartree

ORCA input file:
```
! wB97M-V def2-TZVPD RIJCOSX def2/J DEFGRID3
* xyz 0 1
C 1.4166 -0.9746 2.2330
C 1.0710 -1.4087 0.7846
N 1.6153 -0.5088 -0.1992
C 0.7995 0.1694 -1.0177
O -0.4196 0.2462 -0.8957
O 1.4337 0.8001 -1.9950
H 1.2929 0.1100 2.2552
H 0.7514 -1.4052 2.9641
H 2.4228 -1.3112 2.4782
H 1.4377 -2.4349 0.6837
H 0.0014 -1.5144 0.6447
H 2.6042 -0.3322 -0.2580
H 0.9670 1.4696 -2.4972
O -3.2451 0.2372 -1.1267
H -2.8162 0.1295 -1.9824
H -2.8413 -0.4461 -0.5959
O -2.2317 2.8015 -0.5848
H -1.4144 2.2777 -0.5170
H -2.8453 2.0949 -0.3738
*
```

No. 4
Below is a 2-piece molecular cluster, C3H11NOS overall in a non-equilibrium geometry, with properties calculated with the ωB97M-V functional and the def2-TZVPD basis.

Computed properties:
ΔE to the lowest compared entry with this formula, charge and spin = 0.7288 eV
SMILES string = CCS.NCO
Calculated total energy = -649.05523 Eh
HOMO = -0.3315 hartree
Kohn-Sham gap = 0.36342 hartree

ORCA input file:
```
! wB97M-V def2-TZVPD RIJCOSX def2/J DEFGRID3
* xyz 0 1
C 1.7557 0.8941 -1.4462
C 2.1077 1.1041 0.0385
S 0.5669 1.0764 1.0443
H 1.3021 -0.0903 -1.5206
H 0.9954 1.5980 -1.7907
H 2.6387 1.0918 -2.0518
H 2.5798 2.0657 0.2150
H 2.7502 0.2889 0.3618
H 1.1161 0.6405 2.1897
N -2.4346 -0.8618 0.5202
C -1.9401 -1.7028 -0.5558
O -0.5526 -1.5221 -0.7250
H -2.1829 0.1114 0.4292
H -3.4314 -0.9733 0.6620
H -2.4866 -1.4175 -1.4643
H -2.1130 -2.7608 -0.3568
H -0.1685 -1.4174 0.1649
*
```

No. 5
Below is a 2-piece molecular cluster, C3H11NOS2 overall in a non-equilibrium geometry, with properties calculated with the ωB97M-V functional and the def2-TZVPD basis.

Computed properties:
ΔE to the lowest compared entry with this formula, charge and spin = 0.2937 eV
SMILES string = C[C@@H](N)CSS.O
Calculated total energy = -1047.25657 Eh
HOMO = -0.3272 hartree
Kohn-Sham gap = 0.34601 hartree

ORCA input file:
```
! wB97M-V def2-TZVPD RIJCOSX def2/J DEFGRID3
* xyz 0 1
C 1.9027 -2.1118 0.4886
C 0.9473 -0.9285 0.3070
N 0.1708 -1.0647 -0.9282
C -0.0262 -0.9381 1.4821
S -1.1397 0.4845 1.5213
S 0.1186 2.0954 1.5658
H 1.4142 -2.9774 0.9470
H 2.3185 -2.4253 -0.4601
H 2.7387 -1.8138 1.1172
H 1.4888 0.0151 0.2706
H -0.7094 -1.5355 -0.8929
H 0.3502 -0.3579 -1.6118
H -0.6463 -1.8172 1.3025
H 0.4844 -0.9961 2.4290
H 0.5356 2.1677 2.8436
O -0.8100 -0.1803 -6.3947
H -1.2487 -0.2287 -5.5406
H -0.8332 0.7474 -6.6500
*
```

No. 6
Below is a 3-piece molecular cluster, C3H11NS overall in a non-equilibrium geometry, with properties calculated with the ωB97M-V functional and the def2-TZVPD basis.

Computed properties:
ΔE to the lowest compared entry with this formula, charge and spin = 1.3629 eV
Calculated total energy = -573.73864 Eh
HOMO (spin up / spin down) = -0.0236 / -0.1120 hartree
Expectation value of S² = 0.756
Kohn-Sham gap (spin up / spin down) = 0.17918 / 0.26119 hartree

ORCA input file:
```
! wB97M-V def2-TZVPD RIJCOSX def2/J DEFGRID3
* xyz -1 2
C 0.3419 1.8719 1.3538
C -0.5520 2.0481 0.1614
S -1.4832 0.4888 -0.3341
H 1.1986 1.1929 1.1626
H -0.2830 1.5809 2.1882
H 0.7627 2.8586 1.6708
H 0.1240 2.2307 -0.6910
H -1.3425 2.8150 0.3309
C 0.0371 -2.4188 -0.5075
N 0.8112 -1.5469 -1.4340
H 0.0859 -3.5078 -0.8808
H 0.4838 -2.3821 0.5127
H -1.0206 -2.1785 -0.4113
H 0.4115 -0.6053 -1.3150
H 0.5566 -1.8108 -2.3889
H -0.1320 -0.6367 0.5821
*
```

No. 7
Below is a 2-piece molecular cluster, C3H11NS overall in a non-equilibrium geometry, with properties calculated with the ωB97M-V functional and the def2-TZVPD basis.

Computed properties:
ΔE to the lowest compared entry with this formula, charge and spin = 1.3853 eV
SMILES string = CNC.CS
Calculated total energy = -573.78060 Eh
HOMO = -0.3324 hartree
Kohn-Sham gap = 0.36381 hartree

ORCA input file:
```
! wB97M-V def2-TZVPD RIJCOSX def2/J DEFGRID3
* xyz 0 1
C -0.4070 2.8655 0.6403
N 0.0498 1.7319 1.4922
C 0.0597 0.4921 0.6992
H -1.4301 2.7599 0.2969
H 0.3048 3.1415 -0.1360
H -0.4904 3.7873 1.2571
H -0.7267 1.6662 2.1479
H 1.1390 0.2318 0.6466
H -0.5132 -0.3335 1.1014
H -0.3623 0.4312 -0.3235
C 0.7080 -2.7158 -0.9046
S -0.3640 -3.6031 -2.1459
H 0.3244 -2.9672 0.1028
H 0.8802 -1.6656 -1.1477
H 1.5836 -3.3198 -0.9382
H -0.7557 -2.5024 -2.7885
*
```

No. 8
Below is a 2-piece molecular cluster, C3H11NS overall in a non-equilibrium geometry, with properties calculated with the ωB97M-V functional and the def2-TZVPD basis.

Computed properties:
ΔE to the lowest compared entry with this formula, charge and spin = 0.0646 eV
SMILES string = CC(C)N.S
Calculated total energy = -573.82914 Eh
HOMO = -0.3317 hartree
Kohn-Sham gap = 0.36742 hartree

ORCA input file:
```
! wB97M-V def2-TZVPD RIJCOSX def2/J DEFGRID3
* xyz 0 1
C -0.5972 -0.8982 -0.7769
C 0.4709 0.0018 -0.1748
C 1.4660 0.4431 -1.2440
N -0.1817 1.1028 0.5605
H -1.2802 -1.2485 -0.0025
H -1.1784 -0.3770 -1.5427
H -0.1310 -1.7755 -1.2332
H 1.0075 -0.5660 0.5921
H 0.9727 0.9964 -2.0505
H 1.8998 -0.4507 -1.7011
H 2.2896 1.0523 -0.8665
H 0.4786 1.6276 1.1214
H -0.6412 1.7435 -0.0771
S -1.6811 -0.2297 2.9519
H -1.2010 0.1229 1.7725
H -1.6933 -1.5448 2.6709
*
```

No. 9
Below is a 2-piece molecular cluster, C3H11NS overall in a non-equilibrium geometry, with properties calculated with the ωB97M-V functional and the def2-TZVPD basis.

Computed properties:
ΔE to the lowest compared entry with this formula, charge and spin = 1.0406 eV
SMILES string = CSC.CN
Calculated total energy = -573.79327 Eh
HOMO = -0.3121 hartree
Kohn-Sham gap = 0.35191 hartree

ORCA input file:
```
! wB97M-V def2-TZVPD RIJCOSX def2/J DEFGRID3
* xyz 0 1
C 2.3158 -1.8983 1.4460
S 1.1323 -0.5177 1.1506
C -0.4618 -1.4412 1.0108
H 2.8384 -2.0570 0.5125
H 1.7263 -2.7259 1.8328
H 2.9641 -1.6857 2.2935
H -0.9401 -1.2016 0.0680
H -0.2782 -2.5136 1.0138
H -1.0283 -1.1740 1.8945
C -1.4796 1.7055 -1.5540
N -0.8590 3.0251 -1.4789
H -2.1030 1.4124 -2.3969
H -1.8960 1.3430 -0.6025
H -0.6117 1.0289 -1.5580
H -1.4378 3.6879 -1.9344
H 0.1187 3.0123 -1.6978
*
```

No. 10
Below is a 2-piece molecular cluster, C3H11NS2 overall in a non-equilibrium geometry, with properties calculated with the ωB97M-V functional and the def2-TZVPD basis.

Computed properties:
ΔE to the lowest compared entry with this formula, charge and spin = 0.7060 eV
SMILES string = CNC.CSS
Calculated total energy = -971.99219 Eh
HOMO = -0.3204 hartree
Kohn-Sham gap = 0.34005 hartree

ORCA input file:
```
! wB97M-V def2-TZVPD RIJCOSX def2/J DEFGRID3
* xyz 0 1
C 2.9611 0.8997 0.5096
N 1.7209 0.5787 1.2083
C 1.3572 -0.8146 1.1793
H 3.7743 0.9753 1.2446
H 3.2510 0.1823 -0.2564
H 2.9325 1.9068 0.1006
H 0.9949 1.1735 0.9092
H 0.7345 -1.1557 0.3410
H 0.8754 -1.0984 2.1147
H 2.2463 -1.4078 1.1177
C -3.4584 -0.7491 -1.7317
S -3.7804 0.3572 -0.3571
S -2.0800 1.5280 -0.3398
H -3.4722 -0.2163 -2.6857
H -4.3007 -1.4406 -1.7966
H -2.5235 -1.2867 -1.6227
H -1.2330 0.5676 0.0650
*
```